Record 1
The following is a DFT calculation (ωB97M-V/def2-TZVPD) of a structure of composition C20H24BrNOOsP2.

Geometry as XYZ:
```
50
Properties=species:S:1:pos:R:3:forces:R:3
C 3.6346 -0.3600 1.6562 -1.3 1.6 -0.2
C 2.4614 0.0911 1.0587 0.7 0.4 0.6
C 1.7045 -0.8419 0.3099 -1.6 0.9 -0.8
C 1.9943 -2.2100 0.3528 1.5 -1.8 0.4
C 3.1676 -2.6458 0.9812 -0.9 -0.1 -0.7
C 3.9967 -1.7087 1.6025 0.3 -0.9 -0.1
C 0.9023 -3.0637 -0.1937 -0.4 0.0 0.5
C 0.4887 -2.5509 -1.5323 -0.2 -2.1 -1.1
C 0.2260 -1.1766 -1.5421 0.0 0.7 1.4
C -0.5200 -0.5853 -2.5870 -0.6 0.2 -1.1
C -0.8257 -1.3726 -3.6935 -0.2 1.5 0.8
C -0.4723 -2.7260 -3.7387 0.2 -0.3 -0.2
C 0.1612 -3.3280 -2.6490 0.8 0.2 1.4
H 4.2504 0.3709 2.1824 -0.1 -0.3 -0.1
H 3.4195 -3.7074 0.9649 -0.1 0.3 0.2
H 4.9272 -2.0281 2.0742 -0.3 0.0 -0.1
H 1.1374 -4.1239 -0.2035 -0.1 0.0 0.2
H -1.3620 -0.9022 -4.5157 0.1 -0.2 0.1
H -0.7166 -3.3103 -4.6234 0.0 0.1 0.2
H 0.4029 -4.3914 -2.6459 -0.2 0.3 0.0
N 0.5931 -0.4200 -0.4294 1.0 -0.3 0.0
Os -1.1193 -0.0158 0.8666 -0.2 -0.8 -0.1
C 1.9334 1.4940 1.1808 -0.1 0.1 -0.1
H 1.8624 1.9823 0.1976 0.1 -0.1 0.2
H 2.5649 2.0989 1.8399 0.0 0.0 -0.2
C -0.9270 0.8498 -2.4351 0.0 0.1 -0.1
H -0.0405 1.4985 -2.3602 -0.2 -0.2 -0.1
H -1.5410 1.1641 -3.2860 0.2 0.1 0.1
P 0.2223 1.4775 1.9026 1.5 0.4 1.7
P -1.9166 1.1546 -0.8898 -1.3 1.2 -2.4
C -3.6037 0.7234 -1.4234 0.0 0.1 0.0
H -4.2962 1.0070 -0.6207 0.0 -0.1 -0.2
H -3.8601 1.2614 -2.3458 0.0 -0.1 0.3
H -3.6616 -0.3595 -1.5804 -0.1 0.3 0.0
C -1.9548 2.9739 -0.8166 -0.1 0.0 0.0
H -2.5035 3.3636 -1.6846 0.2 0.0 0.2
H -2.4755 3.2726 0.1013 0.1 0.0 -0.2
H -0.9382 3.3832 -0.8143 -0.2 0.0 0.0
C 0.5039 0.8636 3.5974 0.2 0.1 0.1
H 1.3689 1.3648 4.0502 -0.2 0.0 0.0
H -0.3977 1.0669 4.1903 0.2 -0.1 -0.1
H 0.6788 -0.2183 3.5626 -0.1 0.3 0.1
C -0.2054 3.2253 2.1381 -0.1 0.0 -0.1
H -1.2044 3.2717 2.5919 0.2 0.1 -0.1
H 0.5237 3.6931 2.8135 -0.2 -0.1 -0.2
H -0.2167 3.7571 1.1806 0.0 -0.1 0.3
C -2.5287 0.5645 1.9589 -3.1 0.8 2.6
O -3.4136 0.9497 2.6246 2.7 -1.0 -2.1
H -0.0146 -2.8126 0.4677 1.2 -0.9 -0.7
Br -2.4102 -2.0644 0.1638 0.3 -0.1 0.2
```
Forces are in eV/Å.

HOMO energy (spin up / spin down) (eV): -12.74 / -14.92
Energy (eV): -115739.311
Total charge: +2
Molar mass (g/mol): 626.50
Lowest unoccupied orbital energy (spin up / spin down) (eV): -6.0 / -10.7
Orbital gap (spin up / spin down) (eV): 6.8 / 4.2
2S+1: 5

Mulliken population analysis, charges in e, atoms 1 to 8: number 1, C, carries -0.8209; number 2, C, carries 0.3861; number 3, C, carries 0.6810; number 4, C, carries 0.3476; number 5, C, carries -1.0764; number 6, C, carries -0.6182; number 7, C, carries -0.2508; number 8, C, carries 0.3865

Record 2
The following is a DFT calculation (ωB97M-V/def2-TZVPD) of the molecule C20H24Cl2N2O2.

Geometry as XYZ:
```
50
Properties=species:S:1:pos:R:3:forces:R:3
C -3.2331 0.1410 7.2530 -0.6 -0.3 -0.5
C -2.5711 -1.0953 6.6604 -0.5 0.8 -1.3
Cl -1.6352 -1.8067 7.9594 0.5 -0.7 0.4
C -1.6906 -0.6856 5.4802 0.5 -0.4 -0.6
N -0.8596 -1.7735 4.9250 1.5 -0.2 0.6
C -1.5021 -2.9884 4.4329 1.6 1.7 -0.6
O -2.3368 -2.5510 3.3683 -1.4 -0.7 -1.6
C -1.7115 -1.9095 2.3066 2.0 0.6 0.4
C -2.2313 -1.8759 0.9919 1.2 0.9 -0.3
C -1.5084 -1.2538 -0.0480 -1.7 -1.0 -0.1
C -0.2603 -0.6797 0.1597 1.0 0.2 0.2
C 0.4948 -0.0650 -0.8906 1.2 0.9 0.0
C 1.7649 0.4767 -0.6257 -1.5 -0.7 -0.8
C 2.3197 0.2601 0.6356 -0.1 -0.2 1.3
C 1.5792 -0.2819 1.6683 2.0 0.6 -0.1
C 0.2848 -0.7489 1.4760 -0.7 0.2 -1.1
C -0.4575 -1.2935 2.5131 -1.4 -1.2 1.1
C 0.1256 -1.2942 3.9092 -0.8 -0.7 0.5
O 2.5102 1.1606 -1.5624 -0.5 0.2 -0.5
C 1.7288 1.7528 -2.6259 -0.8 -1.1 0.2
N 0.8396 0.7190 -3.2194 0.7 0.6 0.1
C 0.2830 1.0377 -4.5462 0.4 -0.5 0.4
C 0.1401 -0.2677 -5.3805 0.1 0.8 -1.1
C 0.4245 -0.0605 -6.9047 -0.3 0.8 0.5
Cl -1.5325 -0.9337 -5.1677 0.2 0.0 -0.1
C -0.0940 0.0661 -2.2704 0.7 0.4 -0.2
H -3.8560 -0.2511 8.0636 0.1 0.7 0.1
H -2.4473 0.8196 7.5857 -0.2 0.0 0.3
H -3.8713 0.6754 6.5211 0.3 -0.4 0.3
H -3.3411 -1.8092 6.3149 0.4 0.1 0.3
H -1.0411 0.1726 5.7817 -0.2 -0.9 -0.1
H -2.3233 -0.2866 4.6782 -0.4 0.1 0.2
H -2.0677 -3.5407 5.1892 -0.3 0.4 -0.3
H -0.6942 -3.6711 4.0311 -0.8 0.7 0.4
H -3.1812 -2.2994 0.8117 -0.9 -0.5 -0.3
H -1.9008 -1.2600 -1.0931 0.0 -0.1 1.2
H 3.3414 0.5182 0.8627 0.2 0.3 -0.3
H 2.1055 -0.3514 2.6318 -0.5 -0.1 -0.5
H 1.0170 -1.9487 3.9263 -0.3 0.3 0.2
H 0.4340 -0.2787 4.1636 0.0 -0.1 0.2
H 2.4124 2.1978 -3.3767 -0.3 -0.8 0.4
H 1.1583 2.5860 -2.2076 -0.2 0.1 0.3
H 0.9798 1.7074 -5.0832 -0.1 -0.3 0.3
H -0.6782 1.5853 -4.4791 0.2 -0.3 -0.1
H 0.8416 -1.0294 -5.0331 -0.3 0.2 0.3
H 0.1599 -0.9610 -7.4522 0.1 0.0 0.0
H -0.1525 0.7844 -7.3378 0.1 -0.5 0.4
H 1.4849 0.2105 -7.0830 -0.4 -0.4 0.3
H -1.0405 0.5973 -2.1752 -0.4 0.3 -0.2
H -0.3216 -0.9345 -2.6447 0.0 0.1 -0.1
```
Forces are in eV/Å.

HOMO energy (eV): -7.70
Energy (eV): -53248.888
Molar mass (g/mol): 395.33
Lowest unoccupied orbital energy (eV): 0.4
SMILES string: C[C@H](Cl)CN1COc2ccc3c4c(ccc3c2C1)OCN(C[C@H](C)Cl)C4
Orbital gap (eV): 8.1

Mulliken population analysis, charges in e, atoms 1 to 8: number 1, C, carries -1.4087; number 2, C, carries 0.3161; number 3, Cl, carries -0.1820; number 4, C, carries -0.8356; number 5, N, carries 0.0963; number 6, C, carries -0.4235; number 7, O, carries -0.4937; number 8, C, carries 0.1447

Record 3
The following is a DFT calculation (ωB97M-V/def2-TZVPD) of a structure of composition C20H24Cl3N5O3Re.

Geometry as XYZ:
```
56
Properties=species:S:1:pos:R:3:forces:R:3
Re 0.6438 -0.3720 0.1117 -0.1 -0.1 0.0
Cl 4.2772 -0.2281 6.3053 0.0 0.0 0.0
C 3.1179 -0.1349 5.0853 0.0 0.0 0.0
C 3.5513 -0.0255 3.7425 0.0 0.0 0.0
C 2.6186 0.0382 2.7605 0.0 0.0 0.1
Cl 3.0875 0.2267 1.1080 0.0 0.1 0.0
C 1.2080 0.0050 3.0417 0.0 0.0 0.0
O 0.3178 0.0547 2.1419 0.0 0.0 0.0
C 0.8185 -0.0786 4.4324 0.0 0.0 0.0
Cl -0.8445 -0.1124 4.7817 0.0 0.0 0.0
C 1.7559 -0.1559 5.4228 0.0 0.0 0.0
H 4.6091 0.0104 3.5206 0.0 0.0 0.0
H 1.4579 -0.2400 6.4585 0.0 0.0 0.0
N -0.0242 6.2785 0.0675 0.0 0.0 0.0
C -0.2532 5.0032 0.3386 0.0 0.0 0.0
N -1.3283 4.6534 1.0468 0.0 0.0 0.0
N 0.6361 4.1219 -0.1373 0.0 0.0 0.0
C 0.5562 2.8651 0.0000 -0.1 0.0 -0.1
N 0.5681 1.6976 0.0318 0.1 -0.1 0.0
H -0.6245 7.0194 0.3880 0.0 0.0 0.0
H 0.7916 6.5174 -0.4727 0.0 0.0 0.0
H -1.9807 5.3391 1.3893 0.0 0.0 0.0
H -1.5072 3.6895 1.2687 0.0 0.0 0.0
O 1.6792 -1.8754 -0.4020 0.1 0.0 0.0
O 1.1031 -2.0864 0.8840 0.0 0.1 0.0
C 2.1371 0.5172 -3.8955 0.0 0.0 0.0
C 1.1954 -0.5029 -3.3300 0.0 0.1 -0.1
C 1.1373 -1.7849 -3.8023 0.0 0.0 0.0
C 0.2162 -2.7405 -3.3062 0.0 0.0 0.0
C 0.1990 -4.1297 -3.8680 0.0 0.0 0.0
C -0.6395 -2.3950 -2.2842 0.0 0.1 0.0
C -0.6016 -1.0884 -1.7837 -0.3 -0.3 -0.1
C 0.2894 -0.1240 -2.2987 0.3 0.0 0.2
N -1.0634 -0.7629 -0.4917 0.1 0.3 0.0
C -2.4027 -1.0035 0.1102 0.0 0.0 0.1
C -2.2731 -2.1130 1.1526 0.0 0.0 0.0
C -2.8047 0.3159 0.7760 0.0 0.0 0.0
C -3.4125 -1.3641 -0.9742 0.0 0.0 0.0
H 2.6247 0.1489 -4.7950 0.0 0.0 0.0
H 2.9143 0.7638 -3.1685 0.0 0.0 0.0
H 1.6116 1.4404 -4.1441 0.0 0.0 0.0
H 1.8016 -2.0826 -4.6044 0.0 0.0 0.0
H 0.9838 -4.2751 -4.6062 0.0 0.0 0.0
H -0.7616 -4.3317 -4.3441 0.0 0.0 0.0
H 0.3315 -4.8651 -3.0736 0.0 0.0 0.0
H -1.2631 -3.1443 -1.8170 0.0 0.0 0.0
H 0.1035 0.9272 -2.1307 -0.1 0.0 0.0
H -1.6497 -1.7958 1.9889 0.0 0.0 0.0
H -1.8394 -3.0142 0.7190 0.0 0.0 0.0
H -3.2637 -2.3597 1.5344 0.0 0.0 0.0
H -2.0972 0.5826 1.5636 0.0 0.0 0.0
H -3.7899 0.2035 1.2273 0.0 0.0 0.0
H -2.8583 1.1180 0.0365 0.0 0.0 0.0
H -3.2793 -2.3760 -1.3517 0.0 0.0 0.0
H -3.3695 -0.6661 -1.8116 0.0 0.0 0.0
H -4.4113 -1.3090 -0.5427 0.0 0.0 0.0
```
Forces are in eV/Å.

HOMO energy (spin up / spin down) (eV): -13.97 / -13.97
Energy (eV): -74403.075
Total charge: +2
Molar mass (g/mol): 675.01
Lowest unoccupied orbital energy (spin up / spin down) (eV): -6.6 / -8.7
Orbital gap (spin up / spin down) (eV): 7.4 / 5.2
2S+1: 2

Mulliken population analysis, charges in e, atoms 1 to 8: number 1, Re, carries 0.6074; number 2, Cl, carries -0.0830; number 3, C, carries 0.4568; number 4, C, carries -0.7134; number 5, C, carries 0.8300; number 6, Cl, carries -0.0714; number 7, C, carries -0.1066; number 8, O, carries -0.1935

Record 4
The following is a DFT calculation (ωB97M-V/def2-TZVPD) of a structure of composition C20H24Cl6N4O5V.

Geometry as XYZ:
```
60
Properties=species:S:1:pos:R:3:forces:R:3
O 3.2827 1.9887 1.1176 0.4 0.7 -0.6
V 1.9039 2.3662 0.5523 -4.2 -3.9 1.5
C -1.2045 0.2579 1.3825 0.8 0.1 -0.9
C -0.0464 -0.4813 0.6221 -0.8 -0.1 0.6
C -0.4905 -1.2272 -0.6616 0.3 2.0 -0.9
O 1.1376 0.2971 0.4388 0.6 2.3 -0.4
H -2.0566 -0.3905 1.5865 0.1 -0.1 -0.2
H -1.5531 1.1303 0.8298 -0.1 0.0 -0.2
H -0.8532 0.6451 2.3390 0.2 -0.2 0.1
H 0.1517 -1.3238 1.2846 0.8 0.0 0.5
H -1.3106 -1.9327 -0.5286 0.3 -0.1 0.2
H 0.3410 -1.5938 -1.2636 0.3 -1.0 0.8
H -0.7909 -0.5028 -1.4187 -0.8 0.5 0.2
N -1.0494 3.7425 -0.6702 -3.3 1.3 -1.3
O -1.2102 3.5238 -1.8322 1.0 -1.2 -3.0
O -0.0935 3.3670 -0.0306 6.5 -2.4 2.5
O -1.8927 4.3362 -0.0683 -2.4 1.8 2.3
N 2.4811 -6.0376 0.5321 0.8 1.6 0.2
C 1.3481 -6.3759 1.1179 -0.4 0.1 -0.3
C 0.3653 -5.4621 1.5005 0.8 -0.6 0.5
C 0.6623 -4.1323 1.3701 -1.0 0.2 0.3
C 1.8626 -3.7232 0.8342 0.4 0.2 0.0
C 2.7563 -4.6903 0.4331 -0.7 -1.9 -0.3
H 1.1712 -7.4319 1.2590 0.0 -0.2 -0.1
H -0.5120 -5.8162 2.0216 -0.2 0.1 -0.2
H -0.0921 -3.4345 1.7023 0.1 0.3 0.0
H 2.0825 -2.6691 0.7515 0.1 0.1 -0.1
H 3.6846 -4.4555 -0.0665 0.1 0.1 0.2
N -1.0802 1.7038 -6.3204 0.5 -0.1 0.8
C -0.6776 0.4709 -6.6819 -1.2 -0.4 0.1
C -0.6061 -0.6186 -5.8267 -0.2 1.2 1.0
C -0.8382 -0.3282 -4.4754 0.2 0.1 0.8
C -1.1754 0.9377 -4.0011 -0.1 1.0 -2.6
C -1.3017 1.9598 -5.0159 0.7 -1.7 0.2
H -0.5591 0.2727 -7.7369 0.2 0.4 -0.3
H -0.4299 -1.6297 -6.1631 0.3 0.1 -0.1
H -0.6681 -1.0624 -3.7019 -0.2 -0.5 -0.1
H -1.3824 1.1436 -2.9613 0.2 0.1 0.0
H -1.4924 2.9958 -4.7775 -0.3 0.0 0.2
N 1.1484 2.5829 2.6555 -0.7 -0.3 3.2
C 0.1382 3.3324 3.2186 0.1 0.8 -1.3
C -0.3364 3.3273 4.5493 0.4 -0.8 -1.2
C 0.2336 2.4349 5.4533 -0.7 1.5 -0.7
C 1.2655 1.6976 4.9634 1.2 -1.1 -0.9
C 1.6742 1.7590 3.6134 -0.2 -0.3 -0.4
H -0.2644 3.9870 2.4597 -0.6 0.2 0.2
H -1.2165 3.8845 4.8346 0.1 0.4 -0.3
H -0.1412 2.4136 6.4660 0.2 -0.3 0.1
H 1.7519 0.9828 5.6106 0.2 -0.1 -0.2
H 2.3818 1.0347 3.2377 0.3 0.1 0.2
C -4.4076 2.4741 1.5878 1.0 0.5 -0.3
Cl -3.1738 2.8167 2.8214 0.0 0.0 0.2
Cl -5.8262 3.4732 1.9004 0.1 -0.4 -0.3
Cl -4.6685 0.7593 1.4805 -0.7 -0.6 0.2
H -3.9281 2.7030 0.6361 -0.4 0.6 0.2
C 2.9987 -1.0719 -2.5118 0.0 1.0 -1.2
Cl 4.3517 -0.0555 -1.9539 -0.2 -0.1 0.1
Cl 3.1483 -2.7043 -2.0280 0.1 -0.7 0.5
Cl 2.9325 -1.0363 -4.3064 -0.1 0.2 0.3
H 2.0735 -0.6144 -2.1613 0.2 -0.2 0.2
```
Forces are in eV/Å.

HOMO energy (spin up / spin down) (eV): -9.21 / -9.21
Energy (eV): -138142.890
Molar mass (g/mol): 664.10
Lowest unoccupied orbital energy (spin up / spin down) (eV): -2.3 / -1.9
Orbital gap (spin up / spin down) (eV): 6.9 / 7.3
2S+1: 2

Mulliken population analysis, charges in e, atoms 1 to 8: number 1, O, carries -0.5418; number 2, V, carries 1.1319; number 3, C, carries -1.0835; number 4, C, carries 1.2506; number 5, C, carries -0.6741; number 6, O, carries -0.3669; number 7, H, carries 0.4952; number 8, H, carries 0.0161